(1)
5 unconnected molecules or ions with the total composition C51H92N4O8, computed with ωB97M-V with the def2-TZVPD basis set.

The calculation puts the gap between HOMO and LUMO at 0.311 Eh. The value obtained for the highest occupied orbital energy is -0.3294 hartree. As for the net charge: 0. As for the SMILES: CCCCCCCCCCCc1cc2c(cc1CC=O)C(=O)c1ccc(CC(C)C)c(COCCC)c1C2=O.COC[C@@H](C)N.COC[C@@H](C)N.COC[C@@H](C)N.COC[C@@H](C)N.

Atoms and positions in Å:
C (-6.9260, 0.3577, 0.9290)
H (4.6620, -6.0821, 4.2541)
O (-3.6776, 2.0394, 0.7603)
H (-8.9401, -2.5723, -4.8650)
H (-10.9086, 1.2498, -4.1063)
H (6.1095, -5.1910, 4.7928)
C (-8.8633, -0.8800, -2.7306)
H (5.1185, 5.3680, -5.1845)
C (5.2958, -6.1197, 7.4422)
H (3.0246, -2.8417, 3.3317)
H (-7.1783, 0.5546, -0.1067)
H (-7.2412, -2.5093, -5.3443)
H (-6.2505, -0.1018, -2.8115)
H (0.4904, 4.9576, 3.9832)
H (5.3349, 5.5489, -3.4398)
O (-9.3632, 0.3813, -3.1251)
C (4.3076, -4.9578, 7.4414)
H (-1.6645, 0.2164, -6.4688)
H (5.2410, -4.6700, 3.3456)
H (2.2863, 0.3888, 0.7109)
H (-1.3285, -2.8497, 0.2140)
H (-6.6902, 1.3065, 1.3924)
C (-2.7153, 2.2809, -4.2398)
C (-7.6708, -1.3876, -3.5516)
H (4.0219, 3.7040, -1.2887)
C (-0.8337, 5.7315, 0.1613)
H (-2.9206, 0.0203, -0.3121)
H (7.6464, -3.3578, 0.1273)
H (-7.0457, 0.4579, -4.0963)
H (-0.8863, -0.1876, -3.7383)
C (-2.6036, 3.5242, -3.6216)
C (0.9707, -2.3592, 3.4348)
H (1.7081, 4.7887, -1.3399)
C (4.7188, 5.0820, -4.2124)
H (1.3437, 2.5486, 1.2925)
C (2.1274, 2.5586, 2.0468)
C (-3.1005, 1.1714, -2.0998)
C (2.5800, 5.2394, -1.8272)
C (-2.9520, 1.0946, -3.5021)
C (0.4996, 4.0763, 3.3504)
H (0.2898, -1.6356, 2.9997)
H (-3.4871, -0.9639, -3.7129)
H (-2.4210, 4.4231, -4.1874)
H (2.7169, 3.7251, -3.3909)
H (-9.7638, 0.4255, -5.1713)
H (-7.2403, -2.2203, -2.9855)
H (1.5132, 4.9855, -3.6672)
H (-4.9511, -0.1336, 1.5870)
C (3.7813, -4.8178, -0.4743)
O (4.2915, -4.2067, 5.0725)
H (4.7023, 5.3357, -1.3421)
O (-0.4375, 8.4538, 1.9763)
C (-1.1846, -3.1941, 1.2345)
C (1.9534, 3.6918, 3.0533)
H (4.1706, -5.3584, -1.3405)
C (-5.2769, -1.1339, -0.2681)
O (3.3767, 5.5264, -4.1599)
H (-0.2993, -2.4315, -4.1932)
C (-0.3123, 4.3595, 2.1186)
H (3.1147, -5.7465, 5.7905)
H (1.2182, 6.5039, 2.7692)
H (8.0495, -5.3854, -1.0456)
H (-1.7685, -2.4633, -3.2624)
C (-2.9623, -0.1978, -4.2621)
O (4.3290, -3.5161, -0.3753)
C (-5.7603, -0.6283, 1.0642)
H (6.8655, -5.7920, 0.2002)
H (-1.4345, 2.5275, 2.2732)
H (-0.5996, -1.1954, -6.3817)
H (-2.6192, 2.2120, -5.3120)
C (3.5440, -4.7910, 6.1212)
C (-2.9548, 2.6123, 0.0116)
H (-1.7993, -2.7700, -5.0183)
C (2.5254, 4.8025, -3.2963)
C (-2.6931, 3.5987, -2.2310)
N (2.4624, 6.6932, -1.6700)
H (0.0083, 3.2931, 3.9210)
H (3.8484, -0.8859, 2.1174)
C (-8.0613, -1.9268, -4.9249)
H (3.2432, 1.0604, 3.0561)
C (-1.3565, -2.1776, -4.2237)
C (0.6996, -3.7487, 2.8582)
C (-1.7546, 4.7644, -0.2710)
H (0.9288, -0.1815, 1.6220)
C (-0.9384, -0.3070, -5.8605)
C (-1.9790, 3.6090, 0.5016)
H (6.2002, -5.8800, 6.8832)
C (5.5394, -3.4096, 0.3445)
H (2.7425, -1.3601, 4.1702)
H (-3.1112, -0.9491, -1.7944)
C (-2.9409, 2.4253, -1.4687)
C (2.4320, -1.9333, 3.3019)
C (0.9507, 6.5599, 1.7228)
H (4.8524, -7.0183, 7.0087)
N (6.8371, -3.0186, -1.7510)
C (1.9897, 0.0392, 1.6994)
C (-3.4090, -0.0402, -1.2804)
C (2.2270, 1.1787, 2.6939)
H (-7.8215, -0.0114, 1.4182)
H (0.7301, -2.3857, 4.4940)
H (-9.6748, -1.6211, -2.7219)
O (-2.8526, 5.9281, -1.9949)
H (-1.9304, -3.9459, 1.4567)
H (-0.0690, 0.3322, -5.7579)
H (-6.0711, -1.4848, 1.6552)
H (2.4153, 3.3817, 3.9860)
H (3.6709, 4.8621, -0.0030)
H (4.3368, -2.9821, 7.9636)
C (3.8181, 4.7557, -1.0786)
H (-1.3768, -2.3434, 1.8815)
N (5.0077, -3.7358, 7.8453)
N (-6.6168, -0.3836, -3.7196)
H (-0.6847, 6.6069, -0.4498)
H (6.3646, -5.5978, -1.4847)
H (-3.4609, -0.0569, -5.2126)
O (-4.8250, -0.0681, -1.0800)
H (2.7853, -1.8939, 1.1849)
H (5.9724, -3.2248, -2.2438)
H (-8.5350, -0.7493, -1.6978)
C (0.2172, -3.7502, 1.4104)
H (6.8073, -2.0160, -1.5899)
C (6.8033, -3.7231, -0.4669)
H (5.4932, -4.0296, 1.2498)
H (4.7810, 3.9942, -4.1134)
H (0.2016, -4.7800, 1.0599)
C (-0.1010, 5.5411, 1.3475)
C (-2.4837, 4.8846, -1.5447)
H (1.5772, 6.9982, -2.0666)
C (-10.2737, 0.3700, -4.2060)
H (-6.1039, -1.6258, -0.7847)
H (1.5332, 1.0966, 3.5264)
C (5.1182, -5.0915, 4.3436)
C (-1.5031, -0.6888, -4.4780)
H (5.5928, -3.4386, 7.0691)
H (2.7055, -4.6994, -0.6037)
H (-4.5066, -1.8891, -0.1289)
H (-8.2759, -1.1208, -5.6262)
C (2.8084, -1.1942, 2.0171)
H (-10.9055, -0.5232, -4.1846)
H (3.1624, 7.1407, -2.2555)
H (2.4577, 4.5732, 2.6763)
C (0.5032, 7.9679, 1.4392)
H (3.5537, -5.1688, 8.2055)
C (7.0276, -5.2119, -0.7107)
H (3.0563, 2.7207, 1.5065)
H (1.5880, -4.3617, 2.9665)
H (5.5915, -2.3664, 0.6686)
H (1.8406, 6.3514, 1.1330)
H (-0.0808, -4.2229, 3.4536)
C (-1.2670, 3.4172, 1.6907)
H (1.0725, 8.5651, 0.7171)
H (2.7099, -4.1050, 6.2950)
H (5.5995, -6.3501, 8.4625)
H (3.9644, -5.4001, 0.4339)
H (0.9380, -3.2132, 0.7984)

(2)
A single C5H7N molecule, computed with ωB97M-V with the def2-TZVPD basis set.

The calculation puts the gap between HOMO and LUMO (alpha / beta) at 0.298 / 0.298 Eh. The value obtained for the highest occupied orbital energy (alpha / beta) is -0.2695 / -0.2696 hartree. The value obtained for the energy relative to the best compared isomer or geometry (same formula, charge and spin) is 496.8 kJ/mol. As for the net charge: 0.

Atoms and positions in Å:
H (-2.1036, -1.0960, 0.0032)
H (3.5008, -0.7971, -0.5016)
C (-2.0143, -0.0391, -0.2681)
H (-2.6778, 0.5618, 0.3595)
H (0.5738, -1.6469, -0.2774)
C (-0.5862, 0.3399, 0.0262)
C (1.7370, 0.0137, 0.1041)
C (0.0434, 1.5088, 0.1897)
H (0.3263, -0.7212, 1.4129)
H (-2.2727, 0.0325, -1.3569)
C (0.4782, -0.7258, 0.3306)
H (0.0863, 2.5739, 0.2129)
N (2.9087, -0.0045, -0.2352)

(3)
A molecular structure, C5H6O2, computed with ωB97M-V with the def2-TZVPD basis set.

The calculation puts the gap between HOMO and LUMO at 0.350 Eh. The value obtained for the highest occupied orbital energy is -0.3315 hartree. The value obtained for the energy relative to the best compared isomer or geometry (same formula, charge and spin) is 475.4 kJ/mol. As for the net charge: 0.

Atoms and positions in Å:
H (-0.8984, -0.4354, 2.0923)
C (-0.4935, 0.2614, -1.0901)
C (-0.4313, 1.2129, 1.4775)
H (-0.4765, 1.2569, -1.5430)
O (1.3554, -0.9541, -2.2728)
C (-0.1975, 0.2144, 0.4181)
H (-1.4031, -0.2593, -1.4048)
C (0.7888, -0.5457, -1.3013)
H (-1.1971, 1.9115, 1.1062)
O (-1.2794, -0.3739, 1.1937)
H (1.0639, -1.6379, 0.6027)
H (2.0065, -0.1295, 0.5058)
C (1.0778, -0.6201, 0.1984)

(4)
2 unconnected molecules or ions with the total composition C9H14, computed with ωB97M-V with the def2-TZVPD basis set.

The calculation puts the gap between HOMO and LUMO at 0.358 Eh. The value obtained for the highest occupied orbital energy is -0.3211 hartree. The value obtained for the energy relative to the best compared isomer or geometry (same formula, charge and spin) is 174.1 kJ/mol. As for the net charge: 0. As for the SMILES: Cc1ccccc1.CC.

Atoms and positions in Å:
H (0.3037, 2.7360, 0.9520)
C (-1.5945, 1.9923, 0.4534)
H (1.2720, 0.3497, 1.3453)
H (2.2552, -0.3885, 0.5820)
H (2.7239, -1.6867, -0.2880)
H (-1.8307, 2.9806, 0.1698)
C (-0.6207, -0.6015, 0.8490)
H (1.5499, -0.2793, -1.9113)
C (2.5999, -0.0115, -1.6046)
C (-1.9904, -0.3612, 0.5881)
H (-2.0064, -2.4605, 0.3286)
C (-2.6430, -1.5884, 0.1610)
H (-0.2004, -1.5387, 0.9026)
H (-2.9721, -1.5443, -0.9537)
C (-2.4976, 0.9441, 0.3569)
H (3.3311, -0.3568, -2.4078)
C (-0.2216, 1.7897, 0.8760)
H (2.6451, 1.1212, -1.7582)
H (-3.5273, 1.3399, 0.1571)
C (0.2705, 0.4794, 1.0138)
H (-3.6519, -1.8124, 0.5329)
C (2.8775, -0.6108, -0.2791)
H (3.9276, -0.4923, -0.0658)

(5)
A single C5H12O2 molecule, computed with ωB97M-V with the def2-TZVPD basis set.

The calculation puts the gap between HOMO and LUMO at 0.396 Eh. The value obtained for the highest occupied orbital energy is -0.3587 hartree. The value obtained for the energy relative to the best compared isomer or geometry (same formula, charge and spin) is 116.5 kJ/mol. As for the net charge: 0. As for the SMILES: COCC[C@H](C)O.

Atoms and positions in Å:
C (0.4564, -1.3051, -0.6420)
H (0.2358, 2.8541, -1.4019)
H (1.2421, 2.7044, 0.0703)
H (-0.4530, 3.1970, 0.2156)
C (-0.9293, -2.1328, 1.1184)
H (-1.7749, -1.4658, 0.8748)
H (0.1428, -0.0008, 1.3729)
H (0.8361, 0.3617, -1.9379)
H (-0.9183, -2.2471, 2.2071)
H (-0.4842, -1.5468, -1.1531)
O (0.3052, -1.5741, 0.7544)
C (0.8202, 0.1615, -0.8563)
C (-0.1588, 1.1139, -0.1569)
O (-0.1955, 0.8963, 1.2397)
H (1.2423, -1.9642, -1.0340)
C (0.2385, 2.5634, -0.3472)
H (-1.0689, -3.1074, 0.6334)
H (1.8329, 0.3526, -0.4755)
H (-1.1640, 0.9444, -0.5897)

(6)
A molecular structure, C40H46AuN4O2Se2, computed with ωB97M-V with the def2-TZVPD basis set.

The calculation puts the gap between HOMO and LUMO (alpha / beta) at 0.174 / 0.174 Eh. The value obtained for the highest occupied orbital energy (alpha / beta) is -0.3722 / -0.3722 hartree. As for the net charge: +1.

Atoms and positions in Å:
C (-1.5409, 2.9307, 3.9627)
C (-2.6705, 3.3462, 3.0047)
H (-2.0726, 5.3462, -2.7966)
C (3.0167, 0.8005, -2.8577)
N (3.7143, 0.4323, -5.6865)
H (-1.6438, 5.1702, 2.3693)
C (2.3932, -3.8107, -1.2554)
H (-3.0735, 5.1927, -1.3533)
C (-2.4070, 3.2180, 0.4539)
H (-0.0075, 3.1570, -2.1366)
H (2.1519, -2.8971, -1.8041)
C (2.6428, -0.0980, -5.1664)
H (0.7703, -3.6125, 5.3198)
H (-2.4016, 4.2973, 0.4404)
N (-0.8855, -1.9235, -3.7423)
H (1.5869, -4.5244, -1.4143)
C (3.8753, -2.6182, 0.3091)
C (1.8214, -0.8869, -6.0534)
C (-1.3535, -2.8631, -5.8838)
H (4.1945, -2.4301, 1.3366)
H (-1.1476, -1.0597, 3.2798)
C (1.2336, -1.5899, 4.6489)
C (-0.4013, -1.5663, 2.6778)
C (-2.3273, 1.1036, -0.7264)
H (0.0712, -2.4157, -7.4343)
H (3.6702, -1.6533, -0.1658)
C (-1.6561, -2.6556, -4.5456)
C (0.0984, -0.9309, 5.4317)
H (2.0969, -5.5420, 0.8687)
C (2.4456, -0.6454, 4.6632)
C (-4.0333, 2.9965, 3.6325)
H (-4.1584, 3.5449, 4.5702)
Au (-1.4450, -1.5725, -1.6015)
C (2.6377, -3.5308, 0.2331)
C (-0.2151, -2.2889, -6.3968)
C (-2.1557, 4.8400, -1.8328)
C (1.6050, -2.9056, 5.3534)
C (-2.5279, 2.5814, 1.6975)
H (-2.5435, -3.0910, -4.1021)
C (-3.3841, 3.0335, -2.9964)
C (-2.1826, 3.3284, -2.0750)
H (2.2192, 0.2852, 4.1320)
H (3.2478, -4.7462, 1.9548)
H (-2.7181, 5.3589, 3.7576)
C (0.8338, -1.8877, 3.2036)
H (-1.2976, 5.1433, -1.2246)
C (-2.5293, 1.1750, 1.7168)
C (0.6009, -1.5227, -5.5650)
H (3.7948, -5.3612, 0.3877)
H (4.7116, -3.0878, -0.2181)
H (-0.7910, -1.5683, 5.4649)
H (-1.6252, 3.4922, 4.8967)
C (2.2592, 0.0619, -3.7684)
C (-2.6042, 4.8597, 2.7934)
H (-3.2960, 3.6376, -3.9042)
C (-2.3037, 2.5545, -0.7545)
H (2.4717, -3.3810, 4.8875)
C (1.7296, -2.5138, 2.3359)
H (-1.5833, 1.8659, 4.2097)
H (3.3134, -4.2280, -1.6776)
H (-0.5622, 3.1423, 3.5230)
H (-3.4312, 1.9861, -3.2818)
H (1.8507, -2.7136, 6.4026)
C (1.0921, -0.5536, -3.3171)
H (3.9243, 1.2819, -3.2043)
H (-0.7574, 3.5508, -3.6923)
H (2.7121, -2.7554, 2.7290)
C (0.2409, -1.3550, -4.2277)
C (2.9625, -4.8746, 0.9069)
H (-0.8530, 1.8981, -3.0629)
C (1.4268, 0.2420, -1.1793)
C (2.6027, 0.8923, -1.5490)
C (-0.6864, -1.8837, 1.3590)
C (-0.8663, 2.9508, -2.7833)
O (-2.3144, 0.4284, -1.8202)
N (2.2323, -0.9908, -7.2854)
H (-4.1219, 1.9293, 3.8522)
H (3.3184, -1.1044, 4.1901)
H (-4.8491, 3.2760, 2.9609)
H (-2.0100, -3.4653, -6.4964)
H (0.4208, -0.7582, 6.4603)
C (-2.3993, 0.4638, 0.5596)
N (0.7026, -0.4513, -2.0441)
H (-2.6212, 0.6428, 2.6572)
H (2.7155, -0.3950, 5.6941)
H (-0.1747, 0.0396, 5.0036)
H (-3.4089, 5.2147, 2.1413)
O (-0.2219, -3.0308, -0.6919)
H (3.1709, 1.4515, -0.8144)
Se (-2.4479, -1.4694, 0.6827)
C (1.4791, -2.8545, 1.0099)
C (0.1789, -2.5908, 0.5029)
Se (3.7310, -0.0614, -7.3830)
H (1.0627, 0.2696, -0.1533)
H (-4.3237, 3.3034, -2.5029)

(7)
2 unconnected molecules or ions with the total composition C2H3O3S2, computed with ωB97M-V with the def2-TZVPD basis set.

The calculation puts the gap between HOMO and LUMO at 0.277 Eh. The value obtained for the highest occupied orbital energy is -0.1566 hartree. The value obtained for the energy relative to the best compared isomer or geometry (same formula, charge and spin) is 266.3 kJ/mol. As for the net charge: -1.

Atoms and positions in Å:
C (-1.8200, 0.6685, -0.0589)
H (0.1021, 0.1406, -0.3087)
S (0.9968, 2.2756, -0.2883)
O (0.8665, 1.4784, 1.2406)
H (-1.2976, -1.3165, -0.0848)
C (-0.9144, -0.2674, -0.1768)
O (-0.4126, 2.3472, -0.6917)
H (-0.0707, 1.5344, 1.4522)
S (-3.1480, 1.4940, 0.3587)
O (1.7785, 1.3997, -1.2360)

(8)
A molecular structure, C12H6N7OS2W, computed with ωB97M-V with the def2-TZVPD basis set.

The calculation puts the gap between HOMO and LUMO at 0.151 Eh. The value obtained for the highest occupied orbital energy is -0.6884 hartree. The value obtained for the energy relative to the best compared isomer or geometry (same formula, charge and spin) is 22.3 kJ/mol. As for the net charge: +3.

Atoms and positions in Å:
N (-2.7371, 1.6988, 0.6427)
H (1.1303, 1.9553, -2.8859)
W (-1.2444, 0.8546, 1.3265)
N (1.1098, -2.8767, 2.5654)
N (2.0066, -3.5733, -1.7882)
C (-3.7869, 2.3394, 0.3414)
C (1.9987, 0.5784, 2.6662)
C (0.5225, -1.0068, -0.5118)
N (3.1410, 0.6228, 2.5296)
H (2.7046, -4.3007, -1.8783)
C (1.6865, -0.0733, -2.3808)
S (-0.1925, 2.1647, 2.9066)
N (-4.7247, 2.9452, 0.0423)
H (1.0501, -3.8425, -1.9427)
C (0.1345, 1.2353, -1.1456)
C (0.5715, -1.8704, 2.7149)
H (-0.3730, 2.1757, -0.9467)
C (-0.1277, -0.6308, 2.8287)
S (-1.8927, -0.7332, 2.8718)
O (3.5601, -1.9201, -1.5109)
C (0.5794, 0.5697, 2.8090)
H (2.4452, -0.1617, -3.1505)
H (0.2780, -1.8265, 0.1502)
N (-6.7825, 4.2224, -0.4012)
C (0.9810, 1.1182, -2.2171)
C (1.4291, -1.1615, -1.5334)
N (-0.0795, 0.1975, -0.2774)
C (2.4270, -2.3253, -1.6252)
C (-5.8148, 3.6246, -0.1995)

Results for max |F|: 2.09; 3.79; 0.53; 4.29; 0.60; 3.31; 3.03; 2.53 (in eV/Å, following the order of the records).
Results for DFT total energy: -2819.32622; -249.28400; -344.42082; -351.26389; -348.16044; -6859.65566; -1100.09391; -1781.60635 (in Eh, following the order of the records).